Here is the ion C8H15FN with charge +1 in a non-equilibrium geometry from the Open Molecules 2025 dataset. Energies are from ωB97M-V/def2-TZVPD.

Relative energy (zero: lowest compared OMol25 entry of this formula, charge and spin) = 78.88 kcal/mol
Kohn-Sham gap = 10.232 eV
E_tot = -12736.5331 eV
F_max = 5.0 eV/A

Geometry as ORCA input:
```
! wB97M-V def2-TZVPD RIJCOSX def2/J DEFGRID3
* xyz 1 1
C 0.0947 -1.2539 -1.2701
C 1.0910 -0.9348 -0.4096
C 0.7388 -0.0937 0.8781
C -1.2985 -0.8008 -1.2819
C -1.4324 0.7445 0.2584
C 2.4558 -1.5779 -0.2553
C -2.1794 0.2860 1.4341
C 0.6185 1.9748 -0.4281
N -0.0393 1.1525 0.5642
F -1.5344 -0.1393 -2.4228
H 0.0864 -1.9943 -2.0151
H 0.2582 -0.7503 1.6317
H 1.6787 0.2149 1.2791
H -2.1770 -1.5266 -1.1539
H -1.9265 1.5517 -0.3899
H 3.1346 -1.1259 0.4152
H 2.8621 -1.6392 -1.3548
H 2.3462 -2.6054 -0.1499
H -1.5398 0.3760 2.2985
H -2.4565 -0.7533 1.4761
H -3.0362 0.8833 1.5637
H 0.7576 1.4162 -1.3108
H -0.0998 2.6320 -0.7897
H 1.5200 2.3604 -0.0253
H 0.0772 1.6030 1.4580
*
```

=====

Here is a structure of composition C8H15IN2O in a non-equilibrium geometry from the Open Molecules 2025 dataset. Energies are from ωB97M-V/def2-TZVPD.

Relative energy (zero: lowest compared OMol25 entry of this formula, charge and spin) = 12.88 kcal/mol
Kohn-Sham gap = 9.309 eV
E_tot = -21664.1390 eV
F_max = 5.1 eV/A

Geometry as ORCA input:
```
! wB97M-V def2-TZVPD RIJCOSX def2/J DEFGRID3
* xyz 0 1
C -1.4144 -2.3980 0.1880
C 2.9366 0.2208 0.3865
C 2.9391 -0.4274 -2.0860
C -2.1957 0.3489 1.7912
C -4.4327 -0.7030 1.1960
C 0.7623 -0.0008 -0.8982
C 2.2637 0.3798 -0.9888
C -3.4543 0.1426 1.0106
N -0.7706 -1.5929 -0.4605
N 0.5683 -1.4246 -0.8452
O -2.2575 -3.1136 0.5801
I -3.7742 1.3806 -0.5672
H 2.5605 0.8896 1.1957
H 3.0607 -0.7928 0.8736
H 3.9341 0.3763 0.3056
H 2.9489 -1.4313 -1.7352
H 3.9588 -0.1175 -2.1536
H 2.3658 -0.1580 -2.9805
H -1.8979 1.3225 1.9333
H -1.3416 -0.0398 1.0608
H -2.3751 -0.2179 2.6890
H -5.3870 -0.7325 0.6711
H -4.3575 -1.5650 1.8626
H 0.6729 -1.7979 -1.7028
H 0.3278 0.5999 -0.0865
H 0.1932 0.4165 -1.7215
H 2.1904 1.4429 -1.1498
*
```

=====

Here is a structure of composition C8H15N in a non-equilibrium geometry from the Open Molecules 2025 dataset. Energies are from ωB97M-V/def2-TZVPD.

Relative energy (zero: lowest compared OMol25 entry of this formula, charge and spin) = 92.52 kcal/mol
Kohn-Sham gap = 6.559 eV
E_tot = -10025.3631 eV
F_max = 1.9 eV/A

Geometry as ORCA input:
```
! wB97M-V def2-TZVPD RIJCOSX def2/J DEFGRID3
* xyz 0 1
C 0.9088 -0.6893 -0.0214
C -0.3031 -1.0175 0.8541
C 0.7047 -0.9434 -1.4460
C 2.2479 -1.0579 0.5912
C -1.3012 0.1133 0.7035
N 0.8210 1.0640 0.1863
C -0.6805 1.3332 0.0467
C -2.5673 0.0569 1.0916
C -0.9595 1.4007 -1.4431
H 1.1747 1.3277 1.1030
H 1.3304 1.5477 -0.5482
H -0.7433 -1.9701 0.5588
H -0.0045 -1.0956 1.9059
H -0.9134 2.2382 0.6244
H 2.3072 -2.1423 0.6880
H 1.6278 -1.0137 -2.0218
H 0.0341 -1.7703 -1.6646
H -0.2415 0.3003 -1.7918
H 3.0687 -0.7364 -0.0512
H 2.3809 -0.6143 1.5857
H -2.9731 -0.8294 1.5615
H -3.2318 0.9037 0.9830
H -2.0137 1.2183 -1.6460
H -0.6732 2.3761 -1.8496
*
```

=====

What did the first record say?
Here is the ion C8H15FN with charge +1 in a non-equilibrium geometry from the Open Molecules 2025 dataset. Energies are from ωB97M-V/def2-TZVPD.

Relative energy (zero: lowest compared OMol25 entry of this formula, charge and spin) = 78.88 kcal/mol
Kohn-Sham gap = 10.232 eV
E_tot = -12736.5331 eV
F_max = 5.0 eV/A

Geometry as ORCA input:
```
! wB97M-V def2-TZVPD RIJCOSX def2/J DEFGRID3
* xyz 1 1
C 0.0947 -1.2539 -1.2701
C 1.0910 -0.9348 -0.4096
C 0.7388 -0.0937 0.8781
C -1.2985 -0.8008 -1.2819
C -1.4324 0.7445 0.2584
C 2.4558 -1.5779 -0.2553
C -2.1794 0.2860 1.4341
C 0.6185 1.9748 -0.4281
N -0.0393 1.1525 0.5642
F -1.5344 -0.1393 -2.4228
H 0.0864 -1.9943 -2.0151
H 0.2582 -0.7503 1.6317
H 1.6787 0.2149 1.2791
H -2.1770 -1.5266 -1.1539
H -1.9265 1.5517 -0.3899
H 3.1346 -1.1259 0.4152
H 2.8621 -1.6392 -1.3548
H 2.3462 -2.6054 -0.1499
H -1.5398 0.3760 2.2985
H -2.4565 -0.7533 1.4761
H -3.0362 0.8833 1.5637
H 0.7576 1.4162 -1.3108
H -0.0998 2.6320 -0.7897
H 1.5200 2.3604 -0.0253
H 0.0772 1.6030 1.4580
*
```

=====

Please write out number 3 again, unchanged.
Here is a structure of composition C8H15N in a non-equilibrium geometry from the Open Molecules 2025 dataset. Energies are from ωB97M-V/def2-TZVPD.

Relative energy (zero: lowest compared OMol25 entry of this formula, charge and spin) = 92.52 kcal/mol
Kohn-Sham gap = 6.559 eV
E_tot = -10025.3631 eV
F_max = 1.9 eV/A

Geometry as ORCA input:
```
! wB97M-V def2-TZVPD RIJCOSX def2/J DEFGRID3
* xyz 0 1
C 0.9088 -0.6893 -0.0214
C -0.3031 -1.0175 0.8541
C 0.7047 -0.9434 -1.4460
C 2.2479 -1.0579 0.5912
C -1.3012 0.1133 0.7035
N 0.8210 1.0640 0.1863
C -0.6805 1.3332 0.0467
C -2.5673 0.0569 1.0916
C -0.9595 1.4007 -1.4431
H 1.1747 1.3277 1.1030
H 1.3304 1.5477 -0.5482
H -0.7433 -1.9701 0.5588
H -0.0045 -1.0956 1.9059
H -0.9134 2.2382 0.6244
H 2.3072 -2.1423 0.6880
H 1.6278 -1.0137 -2.0218
H 0.0341 -1.7703 -1.6646
H -0.2415 0.3003 -1.7918
H 3.0687 -0.7364 -0.0512
H 2.3809 -0.6143 1.5857
H -2.9731 -0.8294 1.5615
H -3.2318 0.9037 0.9830
H -2.0137 1.2183 -1.6460
H -0.6732 2.3761 -1.8496
*
```

=====

Question: relative energy (zero: lowest compared OMol25 entry of this formula, charge and spin) of number 2 (C8H15IN2O)?
Answer: 12.88 kcal/mol